Record 1
ORCA calculation (ωB97M-V with the def2-TZVPD basis set) on an isolated molecule of CHN2O2P in a non-equilibrium geometry.

Element x y z (Å)
C 0.556 1.040 -1.276
N 1.624 1.415 -1.458
N -0.698 -0.512 0.243
O 0.340 -0.085 1.141
O -1.345 -1.487 0.612
P -1.063 0.329 -1.173
H 0.585 -0.700 1.911

The calculation puts the LUMO energy (spin up / spin down) at -1.42 / -1.45 eV. As for the structure (SMILES): N#C/P=[N+](/[O-])O. The calculation puts the HOMO-LUMO gap (spin up / spin down) at 7.963 / 7.945 eV. The value obtained for the HOMO energy (spin up / spin down) is -0.345 / -0.345 hartree. Its energy relative to the best compared isomer or geometry (same formula, charge and spin) is 12.5 kcal per mole.



Record 2
ORCA calculation (ωB97M-V with the def2-TZVPD basis set) on a cluster of 2 separate species, C3H8N2 in total in a non-equilibrium geometry.

Element x y z (Å)
C 0.620 1.226 1.723
N 0.254 0.846 2.856
H -0.050 0.889 0.933
H 1.607 1.733 1.526
H 0.829 1.112 3.702
C -0.305 -0.087 -2.168
C -0.449 -1.523 -0.329
N 0.291 -1.012 -1.222
H -1.077 -0.706 -2.775
H 0.511 0.152 -2.954
H -0.664 0.801 -1.763
H -0.142 -2.307 0.380
H -1.426 -1.124 0.090

The calculation puts the LUMO energy (spin up / spin down) at 4.05 / 3.96 eV. The spin multiplicity is 2. The calculation puts the HOMO-LUMO gap (spin up / spin down) at 3.021 / 7.353 eV. The value obtained for the HOMO energy (spin up / spin down) is 0.038 / -0.125 hartree. As for the net charge: -1. The expectation value of S² is 0.7524. Its energy relative to the best compared isomer or geometry (same formula, charge and spin) is 44.5 kcal per mole.



Record 3
ORCA calculation (ωB97M-V with the def2-TZVPD basis set) on an isolated molecule of C7H15ClSi in a non-equilibrium geometry.

Element x y z (Å)
C 2.120 0.799 -2.342
C 1.082 0.518 -1.195
C 0.170 1.708 -1.120
C -2.190 -0.550 0.021
C -0.331 0.610 2.255
C -0.430 -2.460 1.688
C 0.923 -0.579 -0.367
Si -0.493 -0.725 0.890
Cl 2.343 2.520 -3.562
H 1.993 0.091 -3.153
H 3.137 0.770 -1.963
H -0.410 1.766 -2.042
H -0.504 1.679 -0.275
H 0.772 2.614 -1.069
H -2.309 -1.294 -0.761
H -3.003 -0.686 0.729
H -2.324 0.424 -0.439
H 0.129 0.207 3.151
H 0.275 1.450 1.933
H -1.305 1.001 2.538
H -1.377 -2.978 1.572
H 0.338 -3.082 1.242
H -0.223 -2.402 2.751
H 1.618 -1.401 -0.484

The calculation puts the LUMO energy at 0.02 eV. As for the structure (SMILES): C/C(=C\[Si](C)(C)C)CCl. The calculation puts the HOMO-LUMO gap at 9.512 eV. The value obtained for the HOMO energy is -0.349 hartree. Its energy relative to the best compared isomer or geometry (same formula, charge and spin) is 21.3 kcal per mole.



Record 4
ORCA calculation (ωB97M-V with the def2-TZVPD basis set) on a structure of composition CH3ClF2 in a non-equilibrium geometry.

Element x y z (Å)
C 1.307 0.423 0.327
H 1.703 1.350 -0.082
H 1.287 0.438 1.417
H -2.198 -0.783 0.848
F 2.056 -0.622 -0.102
F -2.324 -0.248 0.096
Cl -0.366 0.252 -0.241

The calculation puts the LUMO energy at 0.69 eV. The calculation puts the HOMO-LUMO gap at 11.058 eV. The value obtained for the HOMO energy is -0.381 hartree. Its energy relative to the best compared isomer or geometry (same formula, charge and spin) is 30.3 kcal per mole.



Record 5
ORCA calculation (ωB97M-V with the def2-TZVPD basis set) on a structure of composition C14H30CoN2O5Se2 in a non-equilibrium geometry.

Element x y z (Å)
Co -0.495 0.576 -0.293
C 0.294 3.143 1.572
O -0.708 2.557 0.746
C -2.079 2.756 1.145
C -2.562 1.542 1.885
O -2.297 0.342 1.112
C -3.263 -0.665 1.401
C -2.670 -2.027 1.307
O -1.576 -2.188 2.165
C -1.883 -2.419 3.541
H 0.022 4.179 1.728
H 1.267 3.076 1.051
H 0.366 2.634 2.525
H -2.506 2.932 0.154
H -2.183 3.703 1.680
H -3.695 1.671 2.013
H -2.148 1.449 2.869
H -4.066 -0.611 0.652
H -3.623 -0.433 2.406
H -2.358 -2.204 0.287
H -3.470 -2.744 1.525
H -2.817 -2.925 3.672
H -1.984 -1.513 4.124
H -1.084 -3.008 3.971
O 0.558 -0.793 -5.865
C 1.295 0.068 -5.001
C 0.620 0.175 -3.580
C 1.654 0.897 -2.697
O 1.203 1.401 -1.403
C 0.349 -1.245 -3.106
Se -0.757 -1.492 -1.567
C -0.696 1.013 -3.742
Se -1.901 1.283 -2.200
H 0.953 -0.686 -6.754
H 1.371 1.107 -5.405
H 2.324 -0.325 -4.910
H 2.139 1.771 -3.217
H 2.512 0.260 -2.437
H 0.914 2.338 -1.506
H 1.340 -1.642 -2.947
H 0.008 -1.824 -3.948
H -1.303 0.560 -4.489
H -0.432 2.002 -4.088
C 2.819 -1.454 3.701
N 2.726 -1.288 2.205
C 3.871 -1.575 1.376
C 1.781 -0.628 1.636
N 1.001 -0.042 1.005
H 2.849 -2.540 3.920
H 2.047 -0.930 4.306
H 3.783 -1.104 4.009
H 4.139 -2.629 1.518
H 4.723 -0.957 1.630
H 3.629 -1.543 0.319

The calculation puts the LUMO energy (spin up / spin down) at -2.01 / -3.83 eV. The spin multiplicity is 5. The calculation puts the HOMO-LUMO gap (spin up / spin down) at 7.792 / 6.908 eV. The value obtained for the HOMO energy (spin up / spin down) is -0.360 / -0.395 hartree. As for the net charge: +1. The expectation value of S² is 6.0160.



Record 6
ORCA calculation (ωB97M-V with the def2-TZVPD basis set) on an isolated molecule of C9H7Cl2NOS in a non-equilibrium geometry.

Element x y z (Å)
O -2.288 0.946 0.600
Cl -0.038 -4.385 -1.085
Cl 0.627 1.795 -1.700
S 0.744 2.458 2.542
C -1.219 1.258 1.119
C 0.340 -2.143 -2.306
C 0.445 -0.684 -2.403
C -0.210 -1.874 -0.019
C 0.073 -2.673 -1.146
C 0.288 0.099 -1.337
C -0.019 -0.446 -0.092
N -0.146 0.356 1.059
C -0.917 2.628 1.692
C 1.045 0.752 1.799
H 0.585 -2.795 -3.113
H 0.804 -0.298 -3.406
H -0.627 -2.256 0.903
H -0.890 3.466 0.938
H -1.670 3.053 2.245
H 1.124 -0.107 2.553
H 1.949 0.849 1.158

The calculation puts the LUMO energy at 0.36 eV. As for the structure (SMILES): O=C1CSCN1c1cc(Cl)ccc1Cl. The calculation puts the HOMO-LUMO gap at 9.573 eV. The value obtained for the HOMO energy is -0.339 hartree. Its energy relative to the best compared isomer or geometry (same formula, charge and spin) is 26.2 kcal per mole.



Record 7
ORCA calculation (ωB97M-V with the def2-TZVPD basis set) on the ion C9H19NOPS with charge +1 in a non-equilibrium geometry.

Element x y z (Å)
C -3.989 1.615 -2.027
O -3.294 2.824 -1.768
C -1.952 2.563 -1.450
C -1.796 1.832 -0.077
C -0.327 1.866 0.446
C 0.093 0.467 0.974
C -0.256 0.031 2.416
S 0.198 -1.762 2.189
C 1.615 -1.249 1.189
P 3.215 -2.146 0.883
C 2.696 -3.957 0.950
C 3.503 -1.848 -0.957
N 1.444 -0.058 0.642
H -4.193 1.105 -1.061
H -4.960 1.781 -2.501
H -3.354 0.922 -2.611
H -1.448 2.010 -2.268
H -1.411 3.520 -1.353
H -2.460 2.371 0.620
H -2.202 0.816 -0.201
H -0.302 2.613 1.251
H 0.345 2.123 -0.389
H -0.535 -0.233 0.380
H 0.263 0.524 3.247
H -1.352 0.131 2.430
H 1.945 -4.160 0.171
H 2.204 -4.081 1.930
H 3.569 -4.613 0.867
H 3.794 -0.803 -1.149
H 4.230 -2.563 -1.362
H 2.554 -2.023 -1.500
H 2.164 0.382 0.089

The calculation puts the LUMO energy at -4.25 eV. The calculation puts the HOMO-LUMO gap at 8.138 eV. The value obtained for the HOMO energy is -0.455 hartree. As for the net charge: +1. Its energy relative to the best compared isomer or geometry (same formula, charge and spin) is 3.0 kcal per mole.



Record 8
ORCA calculation (ωB97M-V with the def2-TZVPD basis set) on a structure of composition C3H9Ag3ClO4P in a non-equilibrium geometry.

Element x y z (Å)
Ag -1.204 -8.230 -2.638
Ag -4.199 -5.609 -7.852
Ag 0.040 -2.374 -4.020
Cl -4.104 -4.763 -3.281
C 2.329 3.030 0.875
O 1.013 2.673 1.248
P 0.264 1.277 0.901
O 0.746 0.543 -0.327
O 0.307 0.279 2.177
C 1.593 -0.224 2.600
O -1.291 1.775 0.833
C -2.136 0.982 -0.061
H 2.845 2.226 0.351
H 2.887 3.298 1.772
H 2.194 3.884 0.212
H 1.596 -1.314 2.574
H 1.967 0.131 3.560
H 2.344 0.050 1.858
H -2.851 0.540 0.633
H -1.679 0.193 -0.659
H -2.662 1.634 -0.758

The calculation puts the LUMO energy at -9.00 eV. The calculation puts the HOMO-LUMO gap at 4.415 eV. The value obtained for the HOMO energy is -0.493 hartree. As for the net charge: +2. Its energy relative to the best compared isomer or geometry (same formula, charge and spin) is 115.7 kcal per mole.